(1)
Below is a molecular structure, C26H24N3OSSiTi, with properties calculated with ωB97M-V/def2-TZVPD.

Cartesian coordinates (Å):
Ti1 0.57452 -0.33779 -1.14539
C1 0.64523 -1.95664 -2.78540
C2 -0.66229 -1.36203 -2.65522
C3 -1.42130 -1.57947 -1.49378
C4 -0.81285 -2.07669 -0.35465
C5 0.53759 -2.59022 -0.46445
C6 1.16769 -2.65135 -1.70518
H1 1.20887 -1.87238 -3.70297
H2 -1.08506 -0.79893 -3.47422
H3 -2.40663 -1.14148 -1.41123
H4 -1.33779 -2.15657 0.58453
H5 1.02491 -2.99684 0.40709
H6 2.15870 -3.07583 -1.77101
N1 4.66368 0.08009 -3.05968
C7 3.38730 0.26335 -2.56340
S1 3.03144 -0.24837 -0.94081
N2 2.54367 0.85910 -3.34661
N3 1.31335 1.08225 -2.73997
C8 0.66532 2.06110 -3.26866
C9 -0.57657 2.64612 -2.84038
C10 -1.03815 3.79220 -3.50135
C11 -2.18543 4.44457 -3.11120
C12 -2.90471 3.94011 -2.01404
C13 -2.47832 2.81565 -1.35134
C14 -1.30550 2.12186 -1.73499
O1 -0.94797 1.04732 -1.12086
H7 5.15647 -0.69821 -2.65436
H8 4.73176 0.16339 -4.06197
H9 1.14195 2.56346 -4.11339
H10 -0.45869 4.17016 -4.33840
H11 -2.52784 5.33247 -3.62626
H12 -3.80495 4.44708 -1.68670
H13 -3.02457 2.42901 -0.49801
C15 2.02710 -3.84440 3.71825
C16 2.95868 -3.03511 3.07823
C17 2.55650 -1.85991 2.45661
C18 1.21638 -1.45732 2.45019
C19 0.29895 -2.27862 3.11482
C20 0.69308 -3.45886 3.73780
Si1 0.65196 0.05065 1.42689
C21 -0.97183 0.58593 2.30277
C22 -2.22055 0.53408 1.68021
C23 -3.38561 0.90310 2.34711
C24 -3.32840 1.34708 3.66059
C25 -2.09665 1.42317 4.29894
C26 -0.94177 1.04699 3.62469
H14 2.33875 -4.76286 4.20147
H15 4.00405 -3.32279 3.06011
H16 3.29666 -1.25117 1.94675
H17 -0.74602 -1.98429 3.15483
H18 -0.04274 -4.07584 4.24137
H19 1.59142 1.10478 1.92504
H20 -2.27440 0.23823 0.64112
H21 -4.33997 0.85372 1.83417
H22 -4.23389 1.63864 4.17975
H23 -2.03669 1.77752 5.32194
H24 0.01114 1.11076 4.14059

Summary:
Charge: -1
Relative energy (zero: lowest compared OMol25 entry of this formula, charge and spin): 0.000 eV
HOMO-LUMO gap (alpha / beta): 5.874 / 5.875 eV
E_LUMO (alpha / beta): 2.71 / 2.71 eV
DFT total energy: -2781.9524 hartree

Want to see where the charge sits? The Löwdin charges in e are: atom 1 (Ti): 0.461, atom 2 (C): -0.175, atom 3 (C): -0.193, atom 4 (C): -0.150, atom 5 (C): -0.181, atom 6 (C): -0.199, atom 7 (C): -0.180, atom 8 (H): 0.107, atom 9 (H): 0.113, atom 10 (H): 0.119, atom 11 (H): 0.101, atom 12 (H): 0.095, atom 13 (H): 0.109, atom 14 (N): 0.041, atom 15 (C): -0.859, atom 16 (S): 0.631, atom 17 (N): -0.027, atom 18 (N): -0.092, atom 19 (C): -0.074, atom 20 (C): -0.146, atom 21 (C): -0.071, atom 22 (C): -0.125, atom 23 (C): -0.103, atom 24 (C): -0.012, atom 25 (C): -0.333, atom 26 (O): -0.204, atom 27 (H): 0.059, atom 28 (H): 0.075, atom 29 (H): 0.117, atom 30 (H): 0.102, atom 31 (H): 0.084, atom 32 (H): 0.094, atom 33 (H): 0.101, atom 34 (C): -0.122, atom 35 (C): -0.107, atom 36 (C): -0.127, atom 37 (C): -0.342, atom 38 (C): -0.117, atom 39 (C): -0.107, atom 40 (Si): 0.686, atom 41 (C): -0.320, atom 42 (C): -0.117, atom 43 (C): -0.104, atom 44 (C): -0.120, atom 45 (C): -0.111, atom 46 (C): -0.121, atom 47 (H): 0.087, atom 48 (H): 0.092, atom 49 (H): 0.078, atom 50 (H): 0.095, atom 51 (H): 0.091, atom 52 (H): -0.034, atom 53 (H): 0.070, atom 54 (H): 0.093, atom 55 (H): 0.088, atom 56 (H): 0.090, atom 57 (H): 0.095


(2)
Below is a single C6H10O molecule, with properties calculated with ωB97M-V/def2-TZVPD.

Cartesian coordinates (Å):
C1 1.26682 1.40309 0.46915
C2 0.83906 -0.06404 0.43422
O1 0.27165 -0.39187 1.70185
C3 -1.14099 -0.44326 1.57634
C4 -1.38031 -0.62280 0.10598
C5 -0.25216 -0.41383 -0.56405
C6 -0.03733 -0.56681 -2.03777
H1 1.77446 1.72584 -0.44600
H2 0.39407 2.04421 0.63609
H3 1.95251 1.54009 1.31186
H4 1.72773 -0.69395 0.27961
H5 -1.52057 -1.26896 2.18993
H6 -2.34423 -0.88186 -0.32122
H7 -1.60604 0.48749 1.94343
H8 0.19408 0.38278 -2.53405
H9 0.79571 -1.25172 -2.23923
H10 -0.93444 -0.98441 -2.50614

Summary:
Structure (SMILES): CC1=CCO[C@@H]1C
Charge: 0
Relative energy (zero: lowest compared OMol25 entry of this formula, charge and spin): 0.347 eV
HOMO-LUMO gap: 9.963 eV
E_LUMO: 1.02 eV
DFT total energy: -309.8296 hartree

Want to see where the charge sits? The Löwdin charges in e are: atom 1 (C): -0.031, atom 2 (C): -0.346, atom 3 (O): -0.105, atom 4 (C): -0.194, atom 5 (C): -0.020, atom 6 (C): -0.251, atom 7 (C): -0.044, atom 8 (H): 0.079, atom 9 (H): 0.087, atom 10 (H): 0.081, atom 11 (H): 0.149, atom 12 (H): 0.120, atom 13 (H): 0.115, atom 14 (H): 0.120, atom 15 (H): 0.080, atom 16 (H): 0.082, atom 17 (H): 0.078


(3)
Below is 3 unconnected molecules or ions with the total composition C4H4FN2O6, with properties calculated with ωB97M-V/def2-TZVPD.

Cartesian coordinates (Å):
C1 2.01289 1.48592 1.43043
C2 -1.93673 0.48057 0.21341
C3 -1.30518 -0.70723 -0.34906
C4 -0.02534 -0.44458 -1.00997
N1 0.61391 0.72667 -1.04162
N2 1.40944 -1.89764 -0.15236
O1 3.10605 1.72661 1.26910
O2 0.91815 1.26855 1.68486
O3 -0.04927 1.77185 -1.33750
O4 1.86900 0.74589 -0.79386
O5 0.89225 -2.50340 0.73825
O6 2.45490 -2.12789 -0.76014
F1 -2.18505 -1.43986 -1.21783
H1 -1.56116 1.01574 1.12393
H2 -3.09894 0.15950 0.27911
H3 -1.88205 1.20351 -0.57645
H4 -1.23288 -1.46422 0.49971

Summary:
Charge: -1
Relative energy (zero: lowest compared OMol25 entry of this formula, charge and spin): 2.455 eV
HOMO-LUMO gap: 8.132 eV
E_LUMO: 3.24 eV
DFT total energy: -815.4471 hartree

Want to see where the charge sits? The Löwdin charges in e are: atom 1 (C): -0.501, atom 2 (C): -0.079, atom 3 (C): -0.412, atom 4 (C): 0.107, atom 5 (N): -0.418, atom 6 (N): -0.299, atom 7 (O): 0.214, atom 8 (O): 0.191, atom 9 (O): -0.036, atom 10 (O): -0.069, atom 11 (O): -0.016, atom 12 (O): -0.018, atom 13 (F): -0.079, atom 14 (H): 0.094, atom 15 (H): 0.130, atom 16 (H): 0.044, atom 17 (H): 0.148


(4)
Below is 17 unconnected molecules or ions with the total composition C51H119N17O17, with properties calculated with ωB97M-V/def2-TZVPD.

Cartesian coordinates (Å):
C1 -29.60166 12.57743 4.70296
O1 -29.88626 12.39483 3.52371
N1 -28.38518 12.96474 5.20341
C2 -28.24194 13.06440 6.60995
C3 -27.22020 12.90783 4.36095
H1 -30.39972 12.40469 5.40986
H2 -29.24890 12.94288 7.03572
H3 -28.01563 14.12802 6.80927
H4 -27.52806 12.41083 7.06970
H5 -26.69461 12.04607 4.56603
H6 -27.55809 12.83370 3.38427
H7 -26.64006 13.83828 4.56767
C4 -28.70488 9.33961 5.73564
O2 -29.38808 9.17214 6.71351
N2 -29.18918 9.27996 4.44882
C5 -28.22579 9.38337 3.31085
C6 -30.55274 9.13840 4.16638
H8 -27.64167 9.50147 5.79659
H9 -28.39846 8.59019 2.59207
H10 -27.18885 9.31607 3.75035
H11 -28.30892 10.33971 2.74266
H12 -30.94248 9.84215 3.41884
H13 -30.67570 8.15203 3.71611
H14 -31.21948 9.16327 5.05648
C7 -20.33462 12.96925 1.48130
O3 -19.35698 12.63918 2.11833
N3 -20.99380 14.18478 1.45809
C8 -20.81602 15.14615 2.49134
C9 -22.18937 14.29869 0.66468
H15 -20.80095 12.39300 0.69976
H16 -20.26241 16.05086 2.21714
H17 -20.24935 14.64040 3.28347
H18 -21.77569 15.46220 2.93510
H19 -23.20371 14.09505 1.22723
H20 -22.34073 15.29711 0.24072
H21 -22.18375 13.61510 -0.19455
C10 -24.47935 4.84846 7.21907
O4 -25.26243 5.42490 7.91278
N4 -23.25125 5.24700 6.91081
C11 -22.58615 4.61094 5.73488
C12 -22.83182 6.65745 7.23712
H22 -24.66497 3.87706 6.66693
H23 -21.54629 4.74926 5.90204
H24 -22.76403 5.07428 4.79837
H25 -22.88209 3.57299 5.75328
H26 -23.30048 6.99306 8.14175
H27 -21.79073 6.68112 7.51750
H28 -23.05786 7.32094 6.39094
C13 -25.33821 10.74154 8.73439
O5 -25.15804 11.86048 9.27520
N5 -26.30520 9.88283 9.07914
C14 -26.38531 8.56360 8.50102
C15 -27.00419 10.13656 10.31073
H29 -24.81041 10.46054 7.82646
H30 -27.44729 8.38798 8.32622
H31 -25.89375 7.73387 9.04095
H32 -25.91576 8.65183 7.51549
H33 -26.79791 11.19507 10.59618
H34 -28.11384 9.98383 10.19632
H35 -26.80140 9.49764 11.15515
C16 -19.52822 13.47953 6.36219
O6 -19.35099 12.27490 6.37607
N6 -18.63922 14.46086 6.00533
C17 -19.00243 15.85579 6.17887
C18 -17.37599 14.08994 5.42741
H36 -20.42205 13.91363 6.84002
H37 -20.09736 15.96024 6.28535
H38 -18.68214 16.34898 5.28927
H39 -18.43310 16.38073 6.96300
H40 -16.99735 13.26835 6.00241
H41 -17.45394 13.98999 4.36498
H42 -16.63740 14.90501 5.57851
C19 -24.35894 11.18823 5.50936
O7 -25.12836 10.27323 5.46752
N7 -23.58858 11.60911 4.44750
C20 -23.57527 10.84032 3.22333
C21 -22.71661 12.73210 4.57734
H43 -24.23295 11.88570 6.41993
H44 -23.32011 11.46057 2.35347
H45 -24.50858 10.35419 3.01247
H46 -22.81437 10.05558 3.35403
H47 -21.68244 12.50369 4.37017
H48 -23.17376 13.58640 4.11066
H49 -22.66978 13.00923 5.65571
C22 -22.69782 6.45462 10.43437
O8 -21.58295 7.01473 10.26256
N8 -23.76447 7.02271 10.94190
C23 -24.96971 6.22446 11.16564
C24 -23.76600 8.33299 11.43101
H50 -22.85855 5.38278 10.19476
H51 -25.01501 5.80702 12.17223
H52 -25.10048 5.41874 10.37778
H53 -25.87678 6.81374 11.23522
H54 -24.48224 8.89349 10.82340
H55 -23.91974 8.44358 12.47081
H56 -22.75348 8.80238 11.28772
C25 -25.48249 15.71016 2.82885
O9 -24.35972 15.95155 3.30696
N9 -26.63941 16.00875 3.46961
C26 -27.88815 15.73259 2.88687
C27 -26.56745 16.39676 4.83908
H57 -25.67116 15.24864 1.83987
H58 -28.52292 16.64829 3.00576
H59 -28.38936 14.93744 3.39703
H60 -27.71007 15.59113 1.82520
H61 -27.43239 16.03964 5.42940
H62 -25.59058 16.11596 5.25490
H63 -26.62333 17.49355 4.97291
C28 -21.72326 10.42070 8.57465
O10 -22.39439 9.80289 7.76555
N10 -20.43875 10.23953 8.82119
C29 -19.79891 10.77310 9.91748
C30 -19.76008 9.31409 7.93949
H64 -22.18976 11.20713 9.21652
H65 -19.48817 10.08072 10.74355
H66 -20.36978 11.55714 10.45094
H67 -18.90707 11.40119 9.58700
H68 -19.84516 9.66894 6.90456
H69 -18.67568 9.32575 8.16595
H70 -20.16444 8.34725 8.04092
C31 -22.04550 9.34085 0.23230
O11 -22.46718 10.34021 -0.29482
N11 -22.34099 8.04811 -0.01600
C32 -21.63419 6.98979 0.65567
C33 -23.01561 7.71409 -1.25231
H71 -21.31401 9.39465 1.14238
H72 -20.60660 6.91106 0.20134
H73 -22.21234 6.01112 0.59032
H74 -21.61051 7.24458 1.71399
H75 -23.45612 8.60792 -1.61992
H76 -22.33952 7.16152 -1.90653
H77 -23.84121 7.02935 -0.98181
C34 -19.69478 7.50191 4.35602
O12 -20.78283 6.99320 4.16370
N12 -19.47474 8.86712 4.45755
C35 -18.13824 9.36614 4.43955
C36 -20.59237 9.74891 4.19735
H78 -18.75365 6.93721 4.60311
H79 -17.44563 8.52911 4.32976
H80 -17.91512 9.98601 5.34203
H81 -18.01297 10.04954 3.56032
H82 -20.56115 10.62126 4.84137
H83 -20.54707 10.13405 3.12367
H84 -21.46126 9.15295 4.27717
C37 -28.61069 14.13047 0.01649
O13 -28.20054 15.18267 -0.51650
N13 -28.77332 12.95325 -0.64415
C38 -28.92574 11.73892 0.08233
C39 -28.40901 12.83824 -1.97395
H85 -28.95621 14.06612 1.08488
H86 -28.92271 11.89915 1.15221
H87 -28.03568 11.10915 -0.09832
H88 -29.78512 11.21521 -0.12462
H89 -27.43073 12.28275 -2.14441
H90 -29.23234 12.39020 -2.60168
H91 -28.23445 13.85898 -2.31559
C40 -21.99670 14.68792 9.33426
O14 -21.70486 15.22383 8.29629
N14 -23.23916 14.77809 9.84941
C41 -23.54499 14.35882 11.20381
C42 -24.26442 15.47245 9.15423
H92 -21.30065 13.99836 9.89789
H93 -22.80330 13.64939 11.60945
H94 -24.49116 13.75947 11.16817
H95 -23.73515 15.21891 11.90742
H96 -23.94976 15.54001 8.11652
H97 -25.09074 14.82515 9.20054
H98 -24.37043 16.51502 9.57365
C43 -25.18643 5.09475 3.79133
O15 -25.91318 4.09593 3.73254
N15 -25.35233 6.15765 4.56409
C44 -24.73511 7.37354 4.18062
C45 -26.62097 6.36843 5.17835
H99 -24.26081 5.11616 3.20631
H100 -25.20042 7.90327 3.28984
H101 -23.68410 7.25747 3.85836
H102 -24.72895 8.03536 5.09649
H103 -26.54916 7.10649 5.97065
H104 -27.37435 6.60841 4.39623
H105 -26.87708 5.41840 5.68026
C46 -20.36146 19.14123 5.82493
O16 -19.96761 18.87422 6.94319
N16 -21.55266 18.70125 5.32178
C47 -22.10423 19.21709 4.08175
C48 -22.41872 17.89711 6.16265
H106 -19.76563 19.64422 5.06493
H107 -22.11494 18.46988 3.33606
H108 -21.41791 20.03370 3.72823
H109 -23.11038 19.64269 4.27236
H110 -21.86815 17.89608 7.12962
H111 -23.24718 18.56146 6.42779
H112 -22.76178 16.93290 5.73914
C49 -25.38629 12.48749 -0.11828
O17 -26.02945 12.90245 0.87201
N17 -24.87877 13.34664 -1.03504
C50 -25.14436 14.80512 -0.94294
C51 -24.31505 12.95184 -2.25931
H113 -25.12762 11.45542 -0.22320
H114 -24.31815 15.24345 -1.49570
H115 -25.05021 15.20909 0.03769
H116 -26.03663 15.11055 -1.50670
H117 -24.00417 11.87526 -2.33025
H118 -25.02932 13.06836 -3.10234
H119 -23.43638 13.56274 -2.46101

Summary:
Charge: 0
Relative energy (zero: lowest compared OMol25 entry of this formula, charge and spin): 10.513 eV
HOMO-LUMO gap: 9.291 eV
E_LUMO: 0.33 eV
DFT total energy: -4224.5305 hartree

Löwdin atomic charge list, values in e, 99 entries: atom 1 (C): -0.309, atom 2 (O): -0.017, atom 3 (N): -0.177, atom 4 (C): -0.049, atom 5 (C): -0.015, atom 6 (H): 0.132, atom 7 (H): 0.097, atom 8 (H): 0.087, atom 9 (H): 0.082, atom 10 (H): 0.051, atom 11 (H): 0.055, atom 12 (H): 0.102, atom 13 (C): -0.347, atom 14 (O): 0.014, atom 15 (N): -0.181, atom 16 (C): -0.029, atom 17 (C): -0.087, atom 18 (H): 0.104, atom 19 (H): 0.079, atom 20 (H): 0.077, atom 21 (H): 0.068, atom 22 (H): 0.087, atom 23 (H): 0.088, atom 24 (H): 0.105, atom 25 (C): -0.323, atom 26 (O): 0.017, atom 27 (N): -0.180, atom 28 (C): -0.066, atom 29 (C): -0.079, atom 30 (H): 0.108, atom 31 (H): 0.092, atom 32 (H): 0.077, atom 33 (H): 0.075, atom 34 (H): 0.112, atom 35 (H): 0.089, atom 36 (H): 0.076, atom 37 (C): -0.407, atom 38 (O): 0.013, atom 39 (N): -0.127, atom 40 (C): -0.029, atom 41 (C): -0.008, atom 42 (H): 0.147, atom 43 (H): 0.072, atom 44 (H): 0.040, atom 45 (H): 0.087, atom 46 (H): 0.049, atom 47 (H): 0.072, atom 48 (H): 0.082, atom 49 (C): -0.323, atom 50 (O): -0.055, atom 51 (N): -0.173, atom 52 (C): -0.038, atom 53 (C): -0.059, atom 54 (H): 0.083, atom 55 (H): 0.087, atom 56 (H): 0.073, atom 57 (H): 0.071, atom 58 (H): 0.093, atom 59 (H): 0.106, atom 60 (H): 0.068, atom 61 (C): -0.322, atom 62 (O): -0.007, atom 63 (N): -0.184, atom 64 (C): -0.057, atom 65 (C): -0.043, atom 66 (H): 0.109, atom 67 (H): 0.079, atom 68 (H): 0.070, atom 69 (H): 0.099, atom 70 (H): 0.081, atom 71 (H): 0.081, atom 72 (H): 0.098, atom 73 (C): -0.340, atom 74 (O): -0.011, atom 75 (N): -0.152, atom 76 (C): -0.028, atom 77 (C): -0.047, atom 78 (H): 0.154, atom 79 (H): 0.089, atom 80 (H): 0.074, atom 81 (H): 0.059, atom 82 (H): 0.071, atom 83 (H): 0.074, atom 84 (H): 0.098, atom 85 (C): -0.343, atom 86 (O): -0.040, atom 87 (N): -0.184, atom 88 (C): -0.048, atom 89 (C): -0.045, atom 90 (H): 0.148, atom 91 (H): 0.084, atom 92 (H): 0.099, atom 93 (H): 0.073, atom 94 (H): 0.079, atom 95 (H): 0.083, atom 96 (H): 0.108, atom 97 (C): -0.290, atom 98 (O): -0.040, atom 99 (N): -0.212